# 1
C28H44F5KN4O6STe as an isolated structure, computed with ωB97M-V with the def2-TZVPD basis set.

The geometry in XYZ format:
```
90
Properties=species:S:1:pos:R:3:forces:R:3:lowdin_charge:R:1
K -0.75018 0.30753 -0.11177 0.1 0.1 0.0 0.736
C -3.88284 3.28022 2.39152 0.0 0.0 0.0 -0.069
C -2.94180 3.89706 1.35836 0.0 0.0 0.0 -0.376
C -3.30551 3.39298 -0.04334 0.0 0.0 0.0 -0.056
C -1.47999 3.61401 1.63478 0.0 0.0 0.0 -0.202
C -1.05467 2.42894 2.22393 -0.1 0.0 0.1 -0.050
C 0.30028 2.16581 2.39373 0.0 0.0 0.1 -0.053
C 1.27266 3.07045 1.98625 0.0 0.0 0.0 -0.278
C 2.73991 2.77150 2.13378 0.0 0.0 0.0 -0.048
C 0.84266 4.26431 1.40979 0.1 0.0 0.0 -0.056
C -0.50365 4.52741 1.23756 -0.1 0.0 0.0 -0.042
H -4.90749 3.60939 2.20135 0.0 0.0 0.0 0.074
H -3.60986 3.57429 3.40785 0.0 0.0 0.0 0.079
H -3.87029 2.19020 2.32401 0.0 0.0 0.0 0.063
H -3.06234 4.98780 1.37862 0.0 0.0 0.0 0.123
H -3.23355 2.30403 -0.05540 0.0 0.0 0.0 0.049
H -2.63205 3.79368 -0.80398 0.0 0.0 0.0 0.078
H -4.33430 3.65856 -0.29952 0.0 0.0 0.0 0.081
H -1.78041 1.67949 2.52162 0.0 0.0 0.0 0.098
H 0.59388 1.22785 2.85534 0.0 0.0 0.0 0.122
H 3.26822 3.60309 2.60571 0.0 0.0 0.0 0.075
H 3.19751 2.60320 1.15780 0.0 0.0 0.0 0.061
H 2.91253 1.87596 2.73021 0.0 0.0 0.0 0.075
H 1.57725 4.99191 1.07914 0.0 0.0 0.0 0.105
H -0.80901 5.45993 0.77206 0.0 0.0 0.0 0.107
N -4.95237 0.14181 -1.02240 0.0 0.0 0.0 0.003
C -4.84532 -1.12729 -1.72712 0.0 0.0 0.0 -0.225
C -3.65950 -2.09786 -1.56495 0.0 0.0 0.0 -0.521
O -3.47339 -2.78556 -2.58748 0.0 0.0 0.0 -0.041
N -2.87451 -2.22000 -0.47397 0.0 0.0 0.1 -0.088
C -1.83442 -3.23645 -0.65808 0.0 0.0 0.0 -0.160
C -0.55366 -2.78379 -1.37672 0.1 0.0 0.0 -0.662
O 0.34500 -3.65058 -1.46569 0.0 0.0 0.0 -0.063
O -0.44877 -1.59293 -1.79956 -0.1 -0.1 0.0 -0.186
H -5.40445 -0.03699 -0.13309 0.0 0.0 0.0 0.045
H -4.02668 0.42229 -0.71500 0.0 0.0 0.0 -0.007
H -4.84707 -0.94989 -2.80706 0.0 0.0 0.0 0.081
H -5.73269 -1.72931 -1.52199 0.0 0.0 0.0 0.110
H -2.23413 -4.06540 -1.24207 0.0 0.0 0.0 0.115
H -1.52850 -3.62606 0.30518 0.0 0.0 0.0 0.093
C 5.96164 -2.16927 4.41771 0.0 0.0 0.0 -0.074
C 6.75134 -2.06130 3.12063 0.0 0.0 0.0 -0.221
N 5.89058 -2.00029 1.94523 0.0 0.0 0.0 -0.063
C 5.97046 -3.11825 1.01601 0.0 0.0 0.0 -0.221
C 5.37476 -4.40354 1.57183 0.0 0.0 0.0 -0.076
C 5.30518 -0.78997 1.68232 0.0 0.1 0.0 -0.403
O 5.57550 0.18916 2.36850 0.0 0.0 0.0 0.047
C 4.30485 -0.68049 0.57803 0.0 0.0 0.0 -0.133
C 3.33542 -1.63727 0.31146 -0.2 -0.1 -0.1 0.000
C 2.39138 -1.39954 -0.67683 0.1 -0.1 0.1 -0.012
C 2.43727 -0.17988 -1.33734 -0.1 0.2 0.0 -0.121
N 3.36037 0.76016 -1.09591 0.0 0.0 0.0 0.074
C 4.26685 0.49697 -0.16341 0.1 0.0 0.0 -0.125
H 6.63660 -2.21353 5.27519 0.0 0.0 0.0 0.069
H 5.33942 -3.06541 4.41972 0.0 0.0 0.0 0.069
H 5.31542 -1.30076 4.53363 0.0 0.0 0.0 0.073
H 7.40268 -2.92955 3.00128 0.0 0.0 0.0 0.109
H 7.37852 -1.16826 3.14399 0.0 0.0 0.0 0.113
H 7.02758 -3.28504 0.77330 0.0 0.0 0.0 0.116
H 5.47818 -2.83922 0.08973 0.0 0.0 0.0 0.109
H 5.88634 -4.70946 2.48702 0.0 0.0 0.0 0.064
H 5.47384 -5.21008 0.84418 0.0 0.0 0.0 0.075
H 4.31658 -4.28301 1.80231 0.0 0.0 0.0 0.073
H 3.27907 -2.55792 0.87823 0.0 0.0 0.0 0.112
H 1.64432 -2.14542 -0.93342 0.0 0.0 0.0 0.075
H 1.66547 0.06667 -2.06310 0.1 -0.1 0.0 0.106
H 5.00735 1.26539 0.03526 0.0 0.0 0.0 0.112
C -2.82730 2.55048 -4.84347 0.0 0.0 0.0 -0.142
C -3.40189 1.58948 -3.81921 0.0 0.0 0.0 -0.386
S -2.15315 0.59494 -2.96587 0.0 0.0 0.0 0.898
O -1.10729 1.58364 -2.51084 0.0 0.0 0.0 -0.585
C -1.40881 -0.26055 -4.36400 0.0 0.0 0.0 -0.373
C -2.39159 -1.12398 -5.13927 0.0 0.0 0.0 -0.123
H -3.57509 3.28804 -5.14120 0.0 0.0 0.0 0.066
H -2.49385 2.02714 -5.74113 0.0 0.0 0.0 0.061
H -1.97287 3.07629 -4.41419 0.0 0.0 0.0 0.068
H -4.12760 0.88929 -4.23652 0.0 0.0 0.0 0.077
H -3.90232 2.10891 -3.00007 0.0 0.0 0.0 0.075
H -0.65826 -0.87509 -3.86318 0.0 0.0 0.0 0.069
H -0.91484 0.50567 -4.96642 0.0 0.0 0.0 0.082
H -2.93946 -1.77793 -4.45564 0.0 0.0 0.0 0.054
H -1.84125 -1.75654 -5.83886 0.0 0.0 0.0 0.071
H -3.09898 -0.52287 -5.71699 0.0 0.0 0.0 0.058
F -3.17664 -3.28000 2.12698 0.0 0.0 0.0 -0.376
Te -3.19779 -1.47425 1.60914 0.0 -0.1 0.0 1.814
F -2.25937 -1.17401 3.29960 0.0 0.0 0.0 -0.461
F -4.54425 -1.15406 2.97093 0.0 0.0 0.0 -0.459
F -1.23094 -1.72084 1.31885 0.0 0.1 0.0 -0.503
F -4.95273 -1.92680 0.85234 0.0 0.0 0.0 -0.431
O -3.07717 0.26060 1.11411 -0.1 0.0 0.0 -0.690
```
Positions in Å, forces in eV/Å.

E_HOMO	-2.62	eV
strongest force on any atom	0.00436	hartree/bohr
total charge	-2
energy	-96041.682	eV
relative energy (zero: lowest compared OMol25 entry of this formula, charge and spin)	0.5516	eV


# 2
C9H14N2O7 in the gas phase at a distorted geometry, computed with ωB97M-V with the def2-TZVPD basis set.

The geometry in XYZ format:
```
32
Properties=species:S:1:pos:R:3:forces:R:3:nbo_charge:R:1
C 1.24119 1.70367 0.12359 1.1 0.5 0.6 -0.141
C 0.02794 0.95118 0.62119 -1.5 -0.3 0.6 0.697
C 1.97653 1.05385 -1.04535 1.4 1.2 -0.4 -0.384
C 2.81257 -0.21531 -0.72879 -1.1 0.6 0.7 -0.531
C 3.51825 -0.71284 -1.91377 -1.0 0.7 -1.0 0.793
C -1.97022 -0.32641 -0.01760 0.6 0.0 -0.4 -0.149
C -2.81076 0.90461 0.29230 0.4 -0.1 -0.8 0.802
C -2.06318 -1.47155 0.95762 1.9 -0.3 0.8 -0.548
C -3.32607 -2.21253 1.01825 -1.6 -0.6 -1.1 0.786
H 3.00332 2.37842 1.19057 -1.1 -0.5 -0.5 0.371
H 1.73795 1.95390 2.11814 -0.8 0.2 0.8 0.387
H 0.90761 2.72588 -0.22795 0.0 -0.9 0.3 0.213
H 2.71536 1.84429 -1.35860 -0.5 -0.7 0.1 0.217
H 1.32442 0.96773 -1.89836 -0.2 -0.3 -0.4 0.208
H 2.12729 -1.03096 -0.48377 0.1 0.2 0.8 0.232
H 3.53444 0.09411 0.04753 -0.5 -0.8 -0.3 0.262
H 3.17388 -1.59914 -3.50604 0.9 -0.6 -1.6 0.488
H -0.33224 0.15158 -1.23744 0.3 0.1 -0.7 0.404
H -2.27076 -0.69530 -0.98928 -0.6 0.0 -0.2 0.247
H -1.86326 -1.12230 1.99092 0.5 -0.2 -0.5 0.263
H -1.30956 -2.23194 0.59613 -0.4 0.8 0.8 0.245
H -2.52829 -3.31160 2.26941 2.8 -0.4 1.6 0.472
H -4.08461 1.67769 1.34022 0.1 -1.4 0.2 0.505
N 2.17472 1.75539 1.25412 1.2 0.4 -0.5 -0.855
N -0.57491 0.08614 -0.28190 -0.5 0.4 2.0 -0.607
O -0.45765 1.11896 1.74826 0.8 -0.3 -1.6 -0.628
O 4.67282 -0.52326 -2.13809 0.6 -0.6 -0.6 -0.568
O 2.62098 -1.29486 -2.81652 0.4 0.8 2.1 -0.706
O -2.64210 1.89711 -0.38455 -0.7 -0.4 1.1 -0.599
O -4.25623 -2.00823 0.28928 -0.1 0.0 0.2 -0.563
O -3.35737 -3.25169 1.89371 -2.6 0.7 -1.5 -0.655
O -3.72205 0.74342 1.27677 0.3 2.2 -0.8 -0.659
```
Positions in Å, forces in eV/Å.

E_HOMO	-9.72	eV
structure (SMILES)	N[C@@H](CCC(=O)O)C(=O)N[C@@H](CC(=O)O)C(=O)O
strongest force on any atom	0.06394	hartree/bohr
total charge	0
energy	-26873.992	eV
relative energy (zero: lowest compared OMol25 entry of this formula, charge and spin)	1.2430	eV


# 3
C3H7Cl2NiO5P as an isolated structure at a distorted geometry, computed with ωB97M-V with the def2-TZVPD basis set.

The geometry in XYZ format:
```
19
Properties=species:S:1:pos:R:3:forces:R:3:nbo_charge:R:1
Ni 1.12556 0.88026 -1.26251 -0.2 -1.1 0.7 1.293
P 1.40114 3.16500 -1.35126 1.7 1.4 7.2 2.350
O 2.53257 2.14933 -1.58703 4.2 -0.1 -7.3 -1.188
O 1.33050 2.41026 -0.03522 -2.0 -3.8 9.0 -1.230
O 0.06069 2.54311 -1.68844 -3.2 0.9 -5.7 -1.187
O 1.73095 4.47410 -0.59838 -0.3 2.1 -4.3 -1.120
C 1.07992 -2.44499 -1.08729 -0.3 2.4 -0.3 -0.210
O 0.85252 -1.13116 -1.60461 0.1 -1.5 0.3 -1.035
H 0.26123 -2.79901 -0.46077 -0.5 0.0 0.6 0.099
H 1.15023 -3.26000 -1.80764 0.2 0.0 -0.9 0.108
H 1.98337 -2.49374 -0.47942 0.3 -0.1 0.3 0.128
Cl -2.50216 1.45815 1.34352 -0.4 0.4 -0.3 -0.023
C -2.32962 -0.20979 1.86999 0.1 -0.6 0.4 -0.403
C -1.22350 -0.91585 1.11345 1.1 0.1 0.5 -0.406
Cl 0.32729 -0.02715 1.37410 -0.5 -0.2 0.1 -0.018
H -3.27285 -0.74615 1.76647 -0.1 0.1 -0.3 0.191
H -2.13837 -0.14326 2.94102 0.3 -0.2 -0.1 0.202
H -1.41131 -1.01319 0.04418 0.1 0.3 0.0 0.242
H -0.95814 -1.89593 1.50984 -0.7 -0.1 0.1 0.207
```
Positions in Å, forces in eV/Å.

E_HOMO (spin up / spin down)	1.30 / 1.54	eV
multiplicity	3
<S²>	2.01
strongest force on any atom	0.19397	hartree/bohr
total charge	-2
energy	-88835.771	eV
relative energy (zero: lowest compared OMol25 entry of this formula, charge and spin)	2.6127	eV


# 4
C4H7N3O in the gas phase at a distorted geometry, computed with ωB97M-V with the def2-TZVPD basis set.

The geometry in XYZ format:
```
15
Properties=species:S:1:pos:R:3:forces:R:3:nbo_charge:R:1
C -0.36556 0.76583 0.04701 2.8 1.4 0.5 0.297
C -1.12754 -1.32281 -0.04695 3.5 -2.0 2.8 -0.052
C 0.02564 -0.54733 0.17782 2.6 -3.6 -0.7 -0.200
C 1.49924 -0.99218 0.34878 -2.6 0.3 0.2 -0.082
H 0.29134 2.89916 0.09243 -0.6 -3.0 0.1 0.402
H 1.43828 1.69487 0.18151 1.2 -0.7 -0.2 0.399
H -2.81418 -0.67789 -0.49208 -4.7 -0.3 -1.7 0.376
H -1.45776 -2.37617 0.26604 1.0 1.6 -1.1 0.223
H 1.66684 -0.87951 1.40142 0.9 0.3 0.6 0.182
H 1.58747 -2.05655 0.15343 0.2 -0.1 -0.3 0.175
H 2.48306 -0.59096 -1.25574 0.1 -0.1 -0.6 0.476
N 0.47253 1.84138 0.21672 -0.7 3.5 0.1 -0.837
N -1.60992 0.83753 -0.16541 -3.3 1.9 -0.4 -0.318
N -2.02936 -0.40667 -0.07734 -1.1 1.1 0.1 -0.317
O 2.34769 -0.16746 -0.41559 0.6 -0.1 0.5 -0.724
```
Positions in Å, forces in eV/Å.

E_HOMO	-8.03	eV
structure (SMILES)	Nc1n[nH]cc1CO
strongest force on any atom	0.09720	hartree/bohr
total charge	0
energy	-10777.314	eV
relative energy (zero: lowest compared OMol25 entry of this formula, charge and spin)	2.4331	eV


# 5
C37H35GeMnN4O6 as an isolated structure, computed with ωB97M-V with the def2-TZVPD basis set.

The geometry in XYZ format:
```
84
Properties=species:S:1:pos:R:3:forces:R:3:mulliken_spin:R:1
Mn -0.76302 -0.01506 0.10942 0.6 0.0 0.5 3.889
O -2.39766 -1.30769 3.46670 -0.1 0.0 0.3 0.010
C -1.81733 -1.24997 2.41677 0.1 0.2 -0.5 0.009
O -1.83148 -0.20173 1.61205 -0.1 -0.2 0.4 -0.002
C -0.99187 -2.40760 1.90380 0.0 0.1 0.0 0.020
C -1.09571 -3.67922 2.49107 -0.1 0.0 0.1 0.003
C -0.35725 -4.69336 1.96354 0.0 -0.1 0.0 0.001
C 0.50263 -4.44745 0.86920 0.0 -0.1 0.0 -0.004
C 1.30496 -5.45402 0.27625 0.0 0.0 0.0 0.001
C 2.12930 -5.15190 -0.76587 0.1 0.1 -0.1 0.000
C 2.19127 -3.82906 -1.27205 0.0 -0.1 0.0 -0.001
C 1.42068 -2.84224 -0.72952 0.0 0.1 0.0 -0.037
C 0.55992 -3.13760 0.35502 0.0 0.2 0.0 0.011
N -0.20588 -2.13908 0.89176 0.2 0.1 -0.1 -0.006
H -1.77066 -3.81308 3.32394 0.0 0.0 0.0 0.000
H -0.42499 -5.69669 2.36803 0.0 0.0 0.0 0.000
H 1.24707 -6.46554 0.66305 0.0 0.1 0.0 0.000
H 2.74064 -5.92540 -1.21616 0.0 0.1 0.0 0.000
H 2.85685 -3.60087 -2.09913 -0.1 0.0 0.0 0.000
H 1.45063 -1.82431 -1.10023 0.0 0.0 0.0 0.026
C 2.49265 -0.30941 1.61969 -0.1 0.2 -0.1 0.002
O 1.22549 0.34317 1.67555 0.2 -0.2 0.2 0.015
C 1.38511 1.72096 1.95079 0.2 -0.1 -0.1 0.002
C 0.02372 2.29461 2.13637 -0.2 0.1 0.0 0.004
O -0.67085 2.08144 0.91688 -0.1 0.0 -0.3 0.033
C -1.94350 2.74419 0.88770 0.0 -0.1 0.1 0.011
H 3.00537 -0.20108 2.57700 0.0 0.0 0.1 0.002
H 3.11201 0.12031 0.82696 0.0 0.0 0.0 -0.001
H 2.33203 -1.35822 1.41452 -0.1 -0.1 0.0 -0.001
H 1.88931 2.20975 1.10934 0.1 0.0 0.0 -0.003
H 1.98559 1.87094 2.85114 0.0 0.0 0.1 0.000
H 0.09727 3.36597 2.33084 -0.1 0.1 0.0 0.002
H -0.50639 1.81199 2.96142 0.0 -0.1 0.0 -0.001
H -1.79490 3.81018 1.05556 0.0 0.1 0.0 0.000
H -2.59458 2.32795 1.65787 0.0 0.0 0.0 0.001
H -2.36467 2.58568 -0.09806 0.0 0.0 -0.1 -0.004
O -0.82375 1.90963 -1.77630 -0.1 0.0 0.0 0.033
C 0.31785 1.49694 -1.71803 0.2 -0.6 0.0 -0.022
O 0.60992 0.33956 -1.12779 -0.1 0.6 -0.1 -0.051
C 1.50144 2.31150 -2.18152 0.2 -0.2 -0.2 -0.011
C 2.78781 1.51543 -2.45868 -0.3 0.1 0.1 0.004
Ge 2.68767 0.50929 -4.14534 0.1 0.1 -0.1 -0.002
C 3.96169 -0.95868 -4.08860 0.2 -0.2 0.1 0.000
C 5.21621 -0.74798 -3.50638 -0.1 -0.1 0.0 0.000
C 6.16101 -1.76552 -3.46004 0.0 0.0 0.0 0.000
C 5.86555 -3.01199 -4.00153 0.0 0.0 0.0 0.000
C 4.62728 -3.23539 -4.58847 0.0 0.1 0.0 0.000
C 3.68154 -2.21490 -4.63037 0.1 0.0 0.0 0.000
C 3.19503 1.73370 -5.58686 0.1 0.1 -0.2 0.000
C 3.14269 1.28277 -6.91119 0.0 0.0 0.1 0.000
C 3.51044 2.10453 -7.96759 0.0 0.0 0.0 0.000
C 3.93656 3.40457 -7.71946 0.0 0.0 0.1 0.000
C 3.99397 3.87210 -6.41394 0.0 -0.1 0.0 0.000
C 3.62783 3.04051 -5.35731 0.0 0.0 -0.2 0.000
C 0.91767 -0.16355 -4.56461 -0.2 0.0 0.0 0.001
C 0.45526 -1.37588 -4.04490 -0.1 0.1 0.0 0.003
C -0.80998 -1.85448 -4.35744 0.0 0.0 0.0 0.000
C -1.63867 -1.11707 -5.19468 0.0 0.1 0.0 0.000
C -1.20034 0.09512 -5.71290 0.1 0.0 0.1 0.000
C 0.07246 0.56604 -5.40556 -0.1 -0.1 0.1 0.000
H 1.63839 3.04048 -1.37505 0.1 0.0 0.0 0.000
H 1.18443 2.88112 -3.05541 -0.1 0.1 0.0 0.001
H 2.99114 0.83830 -1.62838 0.0 0.0 0.0 0.000
H 3.64268 2.18749 -2.54609 0.0 0.1 0.1 -0.001
H 5.46294 0.22258 -3.08426 0.0 0.0 0.0 0.000
H 7.12964 -1.58633 -3.00689 0.0 0.0 0.0 0.000
H 6.60272 -3.80542 -3.96957 0.0 0.0 0.0 0.000
H 4.39730 -4.20294 -5.02045 0.0 0.0 0.0 0.000
H 2.72231 -2.40146 -5.10095 0.0 0.0 0.0 0.000
H 2.81061 0.27009 -7.12262 0.0 0.0 0.0 0.000
H 3.46351 1.73237 -8.98511 0.0 0.0 0.1 0.000
H 4.22081 4.05010 -8.54223 0.0 0.0 0.0 0.000
H 4.32483 4.88473 -6.21387 0.0 0.0 0.0 0.000
H 3.68023 3.43479 -4.34868 0.0 0.0 0.0 0.000
H 1.08224 -1.95407 -3.37924 0.0 -0.1 0.0 -0.002
H -1.15207 -2.80065 -3.94636 0.1 0.1 -0.1 0.000
H -2.62880 -1.48574 -5.43571 0.0 0.0 0.0 0.000
H -1.85043 0.67834 -6.35458 0.0 0.0 0.0 0.000
H 0.39997 1.51462 -5.81479 0.0 0.0 0.0 0.000
N -1.90923 -1.01138 -1.05623 -0.4 0.2 -0.3 -0.001
C -2.34107 -2.07000 -1.32844 0.7 -0.1 -0.2 0.039
N -2.84618 -3.17413 -1.61072 -0.6 -0.6 0.0 0.022
C -2.31738 -4.27773 -2.11308 0.2 0.4 0.1 -0.003
N -1.91065 -5.27459 -2.54137 -0.1 0.2 0.1 0.008
```
Positions in Å, forces in eV/Å.

E_HOMO (spin up / spin down)	-8.86 / -8.97	eV
multiplicity	5
<S²>	6.04
strongest force on any atom	0.01697	hartree/bohr
total charge	0
energy	-145020.232	eV
relative energy (zero: lowest compared OMol25 entry of this formula, charge and spin)	0.0000	eV


Repeat the third record exactly.
C3H7Cl2NiO5P as an isolated structure at a distorted geometry, computed with ωB97M-V with the def2-TZVPD basis set.

The geometry in XYZ format:
```
19
Properties=species:S:1:pos:R:3:forces:R:3:nbo_charge:R:1
Ni 1.12556 0.88026 -1.26251 -0.2 -1.1 0.7 1.293
P 1.40114 3.16500 -1.35126 1.7 1.4 7.2 2.350
O 2.53257 2.14933 -1.58703 4.2 -0.1 -7.3 -1.188
O 1.33050 2.41026 -0.03522 -2.0 -3.8 9.0 -1.230
O 0.06069 2.54311 -1.68844 -3.2 0.9 -5.7 -1.187
O 1.73095 4.47410 -0.59838 -0.3 2.1 -4.3 -1.120
C 1.07992 -2.44499 -1.08729 -0.3 2.4 -0.3 -0.210
O 0.85252 -1.13116 -1.60461 0.1 -1.5 0.3 -1.035
H 0.26123 -2.79901 -0.46077 -0.5 0.0 0.6 0.099
H 1.15023 -3.26000 -1.80764 0.2 0.0 -0.9 0.108
H 1.98337 -2.49374 -0.47942 0.3 -0.1 0.3 0.128
Cl -2.50216 1.45815 1.34352 -0.4 0.4 -0.3 -0.023
C -2.32962 -0.20979 1.86999 0.1 -0.6 0.4 -0.403
C -1.22350 -0.91585 1.11345 1.1 0.1 0.5 -0.406
Cl 0.32729 -0.02715 1.37410 -0.5 -0.2 0.1 -0.018
H -3.27285 -0.74615 1.76647 -0.1 0.1 -0.3 0.191
H -2.13837 -0.14326 2.94102 0.3 -0.2 -0.1 0.202
H -1.41131 -1.01319 0.04418 0.1 0.3 0.0 0.242
H -0.95814 -1.89593 1.50984 -0.7 -0.1 0.1 0.207
```
Positions in Å, forces in eV/Å.

E_HOMO (spin up / spin down)	1.30 / 1.54	eV
multiplicity	3
<S²>	2.01
strongest force on any atom	0.19397	hartree/bohr
total charge	-2
energy	-88835.771	eV
relative energy (zero: lowest compared OMol25 entry of this formula, charge and spin)	2.6127	eV


The highest strongest force on any atom belongs to which entry?
C3H7Cl2NiO5P